No. 1
Below is a cluster of 6 separate species, C11H28FIN10O8 in total, with properties calculated with the ωB97M-V functional and the def2-TZVPD basis.

Calculated values
HOMO-LUMO gap: 9.4 eV
calculated total energy: -53965.2600 eV
HOMO level: -0.349 Eh
charge: 0
ΔE to the lowest compared entry with this formula, charge and spin: 0.0 kcal/mol
SMILES: O=C1OC[C@](I)(CCCF)O1.NC(N)=O.NC(N)=O.NC(N)=O.NC(N)=O.NC(N)=O

Structure (XYZ):
```
59
Properties=species:S:1:pos:R:3:forces:R:3
I -2.33749 -2.12403 -4.60400 -0.001 0.037 0.040
F 2.45809 -3.91066 -1.72564 -0.225 0.021 -0.284
O -6.21154 -2.32797 1.78034 -0.009 -0.007 0.006
O -3.17617 -3.83171 -2.39070 0.594 -0.046 0.570
O 1.61689 -0.93319 -0.16294 -0.079 0.037 -0.013
O -2.74918 -5.79631 -3.27218 0.688 -0.045 0.593
O 2.80970 6.40573 4.88110 -0.132 0.012 -0.109
O -3.44235 -5.69028 -1.10198 -0.367 0.101 -0.712
O -0.23430 2.57954 -2.04667 0.138 -0.031 0.010
O 4.96660 3.57360 1.51242 -0.096 -0.131 -0.110
N -6.59385 -4.49633 2.32289 -0.019 0.005 0.016
N 1.05495 7.59801 5.68678 0.019 -0.030 -0.028
N 1.81052 5.71489 6.79260 0.004 -0.010 -0.029
N 4.10922 5.66194 1.26616 0.044 -0.039 -0.101
N 2.57840 1.09702 0.16937 -0.074 0.159 -0.071
N 3.17030 4.18262 2.75660 -0.100 -0.204 -0.199
N -5.03646 -3.94994 0.70930 -0.111 0.087 0.107
N 0.56039 2.04926 -4.10535 -0.019 0.012 0.004
N -1.63861 1.61593 -3.53420 -0.080 0.052 0.016
N 3.54799 -0.81485 1.01161 -0.018 0.013 0.043
C 4.13562 4.41666 1.82690 -0.092 0.077 0.139
C 2.51865 -0.25161 0.30551 0.141 -0.122 0.075
C 1.94726 6.56323 5.73056 -0.021 0.033 0.090
C 0.49340 -2.76520 -2.54947 0.303 -0.588 0.295
C -0.42394 2.11078 -3.15610 0.025 0.023 0.056
C -3.16795 -5.18019 -2.14308 -0.231 0.010 0.030
C -1.64856 -4.97074 -3.73953 -0.854 -0.110 -0.200
C -5.95981 -3.50850 1.61147 0.036 -0.039 -0.033
C -0.91875 -3.10654 -2.04975 0.200 0.633 -0.235
C -1.93758 -3.58319 -3.08028 -0.107 -0.460 -0.055
C 1.44488 -3.96956 -2.69302 -0.107 0.294 -0.016
H 1.46379 2.40201 -3.85222 0.006 -0.008 0.015
H 0.93798 -4.92252 -2.52823 0.111 0.006 -0.031
H -6.40427 -5.47238 2.20223 0.020 0.004 -0.017
H 3.44191 6.36361 1.52351 0.028 0.000 0.085
H 2.49346 4.86669 3.03959 0.173 0.115 0.171
H 3.53596 -1.81059 1.12494 -0.010 -0.003 -0.032
H 1.84291 1.54467 -0.35075 -0.051 0.016 0.013
H 0.34135 7.74361 6.37472 0.005 -0.011 0.009
H 0.42319 1.66546 -5.02034 -0.013 -0.022 0.009
H 2.45596 4.94993 6.85332 0.015 0.012 0.000
H -1.34829 -2.20934 -1.59075 0.049 -0.147 -0.004
H -1.83187 1.23198 -4.43859 0.052 -0.026 0.003
H -0.83625 -3.85508 -1.25164 -0.170 -0.079 -0.127
H 0.96318 -2.15112 -1.77470 -0.114 0.173 -0.191
H 1.92779 -3.97101 -3.67626 0.030 -0.119 0.186
H -4.81635 -4.91521 0.55478 0.059 0.009 -0.057
H -1.70925 -4.96784 -4.82638 0.242 0.045 0.162
H 1.11238 5.82344 7.50287 -0.003 0.015 -0.003
H 4.80682 5.87205 0.57820 0.010 -0.008 0.012
H 3.31775 1.65550 0.55962 0.056 0.066 -0.015
H 4.30200 -0.28131 1.40174 -0.001 0.025 -0.031
H 3.16787 3.28267 3.19703 0.017 0.008 0.016
H 0.46869 -2.19398 -3.47993 -0.071 0.041 0.109
H 1.13467 8.24064 4.92166 0.010 0.006 0.005
H -7.27896 -4.20783 2.99465 0.003 0.015 -0.004
H -4.55228 -3.25696 0.17016 0.013 -0.012 -0.019
H -2.37070 1.64376 -2.84916 0.000 -0.021 -0.001
H -0.73578 -5.42929 -3.36879 0.082 0.155 -0.160
```
Positions in Å, forces in eV/Å.

Here are the Löwdin charges for atoms 1 to 8, given in e: I 0.970; F -0.065; O 0.018; O -0.021; O 0.007; O 0.059; O 0.009; O 0.178

No. 2
Below is a cluster of 2 separate species, C11H29BNO6P2S in total, with properties calculated with the ωB97M-V functional and the def2-TZVPD basis.

Calculated values
HOMO-LUMO gap: 6.4 eV
calculated total energy: -55744.7182 eV
HOMO level: -0.135 Eh
charge: -1

Structure (XYZ):
```
51
Properties=species:S:1:pos:R:3:forces:R:3
S 0.16648 -1.72896 0.15669 -0.070 0.192 -0.010
P 3.42413 2.82798 -0.40387 0.104 -0.056 0.227
P 4.53925 -1.96072 -1.41372 0.047 0.083 0.020
O 3.89644 1.76440 0.81617 -0.006 -0.105 -0.109
O -0.93386 -2.61453 -0.14113 0.003 0.010 0.036
O 1.69570 0.86118 -1.61520 -0.030 0.158 0.160
O 3.93726 0.60988 -2.28918 0.205 0.064 0.484
O 1.06188 -2.03210 1.24135 -0.017 -0.097 -0.028
O 4.96727 3.28830 -0.93248 -0.107 -0.200 -0.179
N -4.68293 0.62398 0.59849 0.014 -0.004 0.041
C 2.16509 -0.37614 -1.16763 -0.113 -0.050 0.055
C -2.83268 2.25036 0.89416 -0.015 0.018 -0.004
C 3.39247 -0.64874 -2.04750 -0.162 -0.015 -0.294
C 5.19105 -1.24670 0.15573 -0.038 -0.034 0.085
C -6.50330 -0.13648 2.23073 -0.019 -0.006 -0.002
C -4.19301 1.75842 1.36324 -0.005 -0.008 -0.004
C -3.78634 -0.52325 0.53067 0.024 -0.019 -0.041
C -3.33622 -1.16219 1.84801 0.028 -0.038 0.016
C -6.08342 0.32705 0.82979 -0.017 0.003 -0.046
C 1.06657 -1.42171 -1.32488 0.170 -0.145 -0.059
C 5.95316 -1.58692 -2.53306 0.054 -0.143 -0.038
B 2.91634 1.65972 -1.94016 0.003 0.096 -0.343
H 2.71419 2.45712 -2.84981 -0.034 -0.140 -0.044
H -6.09705 0.51405 3.00661 -0.007 0.006 -0.003
H -4.26877 -1.27748 -0.09570 -0.007 -0.001 0.015
H -4.11118 -1.78053 2.30064 -0.030 0.053 0.017
H 4.35994 -0.92377 0.78795 0.045 -0.081 0.000
H 0.34918 -1.08205 -2.07281 -0.008 -0.062 -0.003
H -4.14192 1.55852 2.44618 -0.001 -0.017 0.000
H 3.03805 -1.09793 -3.00046 -0.067 0.073 0.033
H 6.04299 -0.51199 -2.69393 -0.026 0.003 0.060
H -2.47917 -1.80800 1.65608 -0.018 -0.028 0.006
H 5.70394 -2.03999 0.70355 0.059 0.062 -0.029
H -2.04123 1.52789 1.09565 0.000 0.001 0.007
H -3.03430 -0.41114 2.58091 0.012 0.013 -0.019
H -4.92597 2.56164 1.23700 0.003 0.003 0.015
H -6.64767 1.23322 0.58471 0.016 0.011 0.010
H 1.45114 -2.41010 -1.60018 0.023 0.048 0.025
H 5.79858 -2.08732 -3.49114 0.027 0.052 0.001
H -6.17823 -1.15484 2.43891 0.023 0.010 0.006
H -0.35343 -0.49910 0.41126 -0.014 0.002 -0.010
H -2.84218 2.45421 -0.17707 0.009 -0.016 0.000
H 5.47703 3.51573 -0.15227 0.044 0.249 0.095
H -2.89718 -0.21751 -0.02493 -0.005 0.019 0.003
H -2.56790 3.16916 1.41856 0.000 0.002 -0.010
H -7.59223 -0.11216 2.31526 0.001 -0.009 0.000
H 4.37977 1.02496 0.42108 -0.043 0.098 -0.006
H 2.46718 -0.31764 -0.10989 0.032 -0.039 -0.057
H 6.87662 -1.97339 -2.09593 -0.031 -0.028 -0.020
H -6.38581 -0.42852 0.09877 0.000 0.000 0.005
H 5.88431 -0.41590 0.00480 -0.054 0.013 -0.063
```
Positions in Å, forces in eV/Å.

Here are the Löwdin charges for atoms 1 to 8, given in e: S 0.657; P 0.847; P 0.915; O -0.376; O -0.374; O -0.075; O -0.101; O -0.349

No. 3
Below is a structure of composition C11H29GaI2OP2Si in a non-equilibrium geometry, with properties calculated with the ωB97M-V functional and the def2-TZVPD basis.

Calculated values
HOMO-LUMO gap (alpha / beta): 5.4 / 5.4 eV
calculated total energy: -108939.2518 eV
HOMO level (alpha / beta): -0.493 / -0.493 Eh
charge: +2
ΔE to the lowest compared entry with this formula, charge and spin: 99.2 kcal/mol

Structure (XYZ):
```
47
Properties=species:S:1:pos:R:3:forces:R:3
I 0.69628 0.15233 4.05343 0.573 2.106 -0.690
I -0.26900 -2.92746 -0.69999 0.482 1.362 -0.436
Ga 1.69439 1.31685 1.08112 -1.154 -5.192 2.432
P 0.72166 2.81699 -0.21950 -0.093 2.668 -0.922
P 2.87025 -0.90488 1.41155 1.878 -0.685 0.768
Si -3.20253 -1.33712 -1.18029 -2.800 -1.407 -0.724
O -0.73267 -0.61019 1.54854 -0.139 -0.193 -1.559
C -0.64681 -0.66900 -0.76331 -0.402 -1.834 -2.332
C 1.97847 -2.30694 2.16959 -1.351 0.244 0.215
C -3.87621 0.18898 -2.01512 0.690 0.393 0.205
C 4.19947 -0.67861 2.66766 -0.189 0.499 -0.132
C -0.13447 -0.33424 0.52584 0.551 2.128 3.470
C -3.08791 -2.80197 -2.31801 0.803 -0.183 -0.209
C 3.80405 -1.82579 0.11449 -0.261 0.612 -0.397
C -4.04873 -1.81829 0.39029 0.624 0.511 0.346
C -1.05142 3.09154 0.03363 -0.126 -0.317 0.463
C 1.54913 4.37587 0.24530 -0.105 -0.022 0.027
C 0.94106 2.67913 -2.00760 0.368 -0.485 -0.146
H 1.07713 5.22276 -0.26803 0.189 -0.160 0.063
H 1.98167 2.42417 -2.23493 -0.173 0.081 -0.064
H -4.10231 -3.22229 -2.43770 0.237 0.312 0.051
H 1.34730 -1.93797 3.00366 0.515 -0.507 -0.727
H 2.61705 4.31513 -0.00498 -0.275 0.073 -0.012
H 2.71514 -3.01262 2.58088 0.038 0.319 -0.389
H 0.69766 3.63447 -2.48329 -0.008 -0.043 0.209
H -1.36029 2.76373 1.02827 0.000 -0.047 -0.024
H -3.43995 -2.52665 0.96405 -0.264 0.122 -0.003
H 0.28733 1.90972 -2.42375 0.090 0.068 0.034
H 4.47595 -2.53620 0.62783 -0.376 0.325 -0.178
H -1.63099 2.55291 -0.72242 0.119 0.084 0.118
H -4.29908 -0.94687 1.00621 0.107 -0.262 0.013
H -4.04828 0.99273 -1.28146 -0.001 -0.210 -0.285
H 1.32485 -2.78831 1.42819 0.487 0.106 0.437
H -0.20864 -0.14066 -1.63717 -0.319 -0.834 0.375
H -2.69306 -2.50811 -3.30115 -0.211 -0.171 0.143
H -4.98747 -2.30063 0.08716 0.163 -0.008 -0.084
H 4.96004 0.01505 2.27415 -0.183 -0.289 0.282
H -3.17434 0.54942 -2.78807 -0.417 -0.072 0.165
H -4.83721 -0.05321 -2.49446 0.277 -0.064 0.122
H 3.75438 -0.28400 3.59236 0.216 -0.039 -0.293
H 1.45837 4.52188 1.32791 -0.012 0.013 -0.152
H 3.08907 -2.37413 -0.52103 0.416 0.248 0.119
H 4.40443 -1.11854 -0.47783 -0.153 -0.421 0.047
H -2.41227 -3.58592 -1.91828 -0.992 0.441 -0.428
H -1.79263 -0.47277 -0.81038 1.219 0.451 0.426
H -1.25186 4.16615 -0.03187 0.114 -0.149 -0.157
H 4.64300 -1.66644 2.87852 -0.150 0.429 -0.186
```
Positions in Å, forces in eV/Å.

Here are the Löwdin charges for atoms 1 to 8, given in e: I 0.379; I 1.123; Ga 0.517; P 0.681; P 0.683; Si 0.619; O -0.186; C -0.439

No. 4
Below is a structure of composition C11H30Cl2N4O2Ru in a non-equilibrium geometry, with properties calculated with the ωB97M-V functional and the def2-TZVPD basis.

Calculated values
multiplicity: 2
HOMO-LUMO gap (alpha / beta): 9.0 / 7.7 eV
calculated total energy: -49548.8405 eV
HOMO level (alpha / beta): -0.715 / -0.715 Eh
charge: +3
ΔE to the lowest compared entry with this formula, charge and spin: 24.0 kcal/mol
<S²>: 0.7541

Structure (XYZ):
```
50
Properties=species:S:1:pos:R:3:forces:R:3
Ru -0.16584 -0.07148 0.11854 0.618 -0.104 0.925
Cl 0.25900 2.74055 -3.93075 0.037 0.048 -0.076
Cl -2.32280 1.78500 -2.93479 -0.105 0.076 -0.041
O -0.95159 -2.07089 0.73715 -0.059 -0.006 0.084
O -0.81911 -1.02414 -1.64720 -0.361 0.166 -0.176
N 0.10032 1.77840 -0.76229 0.142 -0.054 -0.067
N 1.03873 0.97927 1.68038 -0.399 -0.128 -0.281
N 1.71626 -0.93308 -0.18690 0.030 -0.122 -0.352
N -1.57526 0.32886 1.71038 -0.133 0.016 -0.248
C 2.36282 -1.02903 1.15556 -0.034 -0.023 0.036
C 1.13855 2.42073 1.26576 0.134 0.108 -0.084
C 0.35309 0.91474 3.02223 0.072 0.079 0.129
C -0.30738 -3.33450 1.06019 -0.012 0.039 -0.060
C -0.80706 -0.03493 2.94401 -0.018 -0.018 -0.109
C -2.11610 -2.22411 -0.11664 0.077 0.080 -0.110
C -0.16905 -0.91519 -2.94748 -0.094 -0.010 0.042
C -1.50529 2.87398 -4.09332 -0.024 -0.044 0.069
C 1.28531 2.50008 -0.23123 -0.086 -0.145 0.113
C -1.66130 -2.20364 -1.54794 0.179 -0.143 0.084
C 2.41497 0.37345 1.68594 0.104 0.157 0.137
H 0.22637 -3.73353 0.19654 -0.011 -0.021 0.004
H 0.21153 2.91435 1.55966 0.014 0.047 -0.046
H 1.73643 -1.66148 1.78017 0.043 -0.022 0.015
H -1.43262 -0.00321 3.83662 -0.039 0.146 -0.032
H 1.33599 3.52745 -0.59167 -0.124 0.022 0.036
H -1.94023 1.27875 1.77901 -0.031 -0.013 0.110
H 2.30553 -0.37908 -0.80936 0.102 -0.090 0.007
H 1.95051 2.92840 1.79131 0.028 -0.119 0.054
H 3.05486 0.97905 1.04332 0.019 0.001 0.020
H -2.74879 -1.35345 0.06125 -0.072 -0.053 0.009
H -2.68322 -3.11590 0.14668 0.104 -0.071 -0.010
H -0.47272 -1.06173 2.81587 -0.046 -0.022 0.050
H -2.38676 -0.28234 1.66213 -0.079 0.080 -0.033
H -1.05981 -3.07550 -1.81472 -0.033 -0.033 0.016
H -1.79946 3.89134 -3.86840 -0.010 0.013 -0.012
H -1.06936 -4.04098 1.38234 0.011 -0.015 0.008
H -0.01062 1.91452 3.25686 0.033 -0.010 0.081
H -1.79050 2.57584 -5.09470 0.026 -0.013 -0.014
H 1.65570 -1.85828 -0.61137 -0.015 0.011 -0.013
H -0.93651 -0.86050 -3.71603 0.008 -0.006 -0.014
H -2.49906 -2.12427 -2.24212 0.010 0.084 -0.004
H 2.17987 1.99298 -0.59265 0.025 0.042 -0.015
H 0.41651 -0.00096 -2.96458 0.000 -0.011 -0.002
H 2.85249 0.41568 2.68317 -0.060 -0.005 0.025
H 1.04629 0.64399 3.81740 0.043 -0.084 -0.074
H 0.37715 -3.15532 1.88329 -0.024 -0.030 0.015
H 0.13623 1.73850 -1.78715 -0.025 0.074 0.001
H 0.46604 -1.78815 -3.10165 0.003 0.003 -0.016
H -0.73723 2.33363 -0.57426 -0.011 0.028 -0.129
H 3.34710 -1.49387 1.09147 0.042 0.099 -0.050
```
Positions in Å, forces in eV/Å.

Here are the Löwdin charges for atoms 1 to 8, given in e: Ru 1.402; Cl 0.596; Cl 0.562; O -0.345; O -0.379; N -0.078; N -0.207; N -0.017